Record 1
# C25H33BrCl42N3O2S

A cluster of 15 separate species, C25H33BrCl42N3O2S in total in a non-equilibrium geometry (the ωB97M-V functional and the def2-TZVPD basis, the Open Molecules 2025 dataset).

```
107
C25H33BrCl42N3O2S, DFT the ωB97M-V functional and the def2-TZVPD basis
O 8.06 -1.59 -2.19
C 8.51 -0.52 -2.33
Br 9.33 0.38 -0.84
C 8.50 0.14 -3.69
N 8.56 1.63 -3.70
C 7.52 2.37 -2.88
C 6.14 1.77 -2.93
C 5.16 2.78 -2.25
C 4.12 3.30 -3.25
C 2.85 2.44 -3.23
C 2.15 2.47 -4.59
C 0.65 2.22 -4.52
S 0.40 0.52 -3.90
C -1.18 0.54 -3.14
N -2.20 -0.11 -3.60
N -3.26 0.11 -2.73
C -2.80 0.91 -1.82
O -1.51 1.25 -2.02
H 7.68 -0.22 -4.30
H 9.41 -0.21 -4.19
H 9.49 1.92 -3.38
H 8.48 1.95 -4.67
H 7.84 2.52 -1.86
H 7.45 3.37 -3.32
H 6.10 0.84 -2.36
H 5.78 1.59 -3.95
H 4.72 2.33 -1.36
H 5.75 3.64 -1.93
H 4.57 3.34 -4.24
H 3.87 4.32 -2.95
H 3.08 1.42 -2.93
H 2.16 2.86 -2.49
H 2.59 1.73 -5.27
H 2.27 3.46 -5.04
H 0.22 2.27 -5.51
H 0.15 2.95 -3.89
H -3.38 1.29 -0.99
C 8.07 -4.73 -3.30
Cl 9.44 -5.83 -3.47
Cl 7.74 -3.93 -4.85
Cl 6.65 -5.56 -2.71
H 8.34 -3.96 -2.59
C 7.51 -8.28 0.51
Cl 6.80 -7.15 1.67
Cl 6.25 -9.20 -0.31
Cl 8.52 -7.43 -0.66
H 8.14 -8.98 1.06
C 3.20 -5.94 2.46
Cl 3.36 -4.41 3.35
Cl 2.48 -7.17 3.49
Cl 2.25 -5.70 1.00
H 4.18 -6.27 2.16
C 3.73 -2.01 6.65
Cl 3.90 -0.66 7.77
Cl 2.30 -2.96 7.03
Cl 3.68 -1.44 4.98
H 4.60 -2.65 6.76
C -1.80 -3.28 3.85
Cl -1.59 -1.62 4.39
Cl -2.74 -4.21 5.02
Cl -2.56 -3.33 2.26
H -0.83 -3.74 3.77
C -3.26 3.51 -4.53
Cl -1.87 4.59 -4.68
Cl -4.75 4.43 -4.45
Cl -3.31 2.36 -5.86
H -3.15 2.95 -3.60
C -6.11 -0.17 1.98
Cl -4.87 -1.42 1.87
Cl -6.96 -0.27 3.51
Cl -5.39 1.44 1.76
H -6.83 -0.32 1.19
C 8.28 -1.78 2.56
Cl 8.27 -0.12 3.19
Cl 9.73 -2.63 3.09
Cl 6.83 -2.65 3.03
H 8.30 -1.72 1.48
C 0.41 -3.48 -3.11
Cl -0.75 -4.80 -3.11
Cl -0.37 -1.96 -2.66
Cl 1.77 -3.84 -2.03
H 0.80 -3.36 -4.11
C -9.00 -2.80 0.06
Cl -9.00 -1.07 0.39
Cl -7.65 -3.59 0.88
Cl -10.53 -3.53 0.52
H -8.87 -2.94 -1.01
C -7.83 1.91 -3.05
Cl -8.60 0.42 -2.51
Cl -7.29 2.85 -1.65
Cl -6.48 1.58 -4.12
H -8.55 2.50 -3.59
C -11.13 0.42 4.58
Cl -9.76 1.49 4.29
Cl -12.66 1.30 4.43
Cl -11.10 -0.96 3.48
H -11.06 0.04 5.59
C -10.74 5.46 5.99
Cl -9.40 5.22 4.86
Cl -12.17 6.04 5.14
Cl -11.10 3.97 6.87
H -10.45 6.21 6.72
C -10.82 8.69 9.02
Cl -10.37 6.99 8.97
Cl -9.79 9.65 7.96
Cl -12.52 8.90 8.59
H -10.69 9.04 10.04
```

Computed properties:
- HOMO energy (eV) = -11.0
- spin multiplicity = 1
- molar mass (u) = 2008.56
- E_tot (eV) = -641835.7096
- net charge = +1

---

Record 2
# C13H21Br21FNO3S

A structure of composition C13H21Br21FNO3S in a non-equilibrium geometry (the ωB97M-V functional and the def2-TZVPD basis, the Open Molecules 2025 dataset).

```
61
C13H21Br21FNO3S, DFT the ωB97M-V functional and the def2-TZVPD basis
C -1.61 -0.23 5.07
O -2.40 -0.40 3.90
C -2.36 -1.74 3.41
C -2.48 -1.80 1.85
C -1.80 -3.12 1.34
C -0.25 -3.01 1.06
C 0.38 -1.62 1.41
N 1.84 -1.75 1.08
S 2.66 -0.31 1.40
O 2.42 0.22 2.75
O 2.46 0.65 0.29
F 4.26 -0.72 1.34
H -2.18 -0.42 6.02
H -0.66 -0.83 5.04
H -1.27 0.84 5.07
H -1.51 -2.34 3.82
H -3.30 -2.25 3.83
H -3.57 -1.90 1.62
H -2.14 -0.87 1.33
H -2.36 -3.46 0.44
H -1.93 -3.90 2.13
H 0.35 -3.79 1.59
H -0.11 -3.16 -0.05
H -0.06 -0.88 0.69
H 0.21 -1.28 2.44
H 1.94 -1.97 0.08
C -5.24 -3.67 -1.91
Br -4.80 -1.88 -1.33
Br -4.10 -4.25 -3.37
Br -5.22 -4.94 -0.44
H -6.25 -3.64 -2.29
C -5.29 1.81 -3.59
Br -4.06 0.52 -4.35
Br -7.12 1.48 -4.15
Br -5.14 1.90 -1.66
H -5.01 2.79 -3.98
C -5.62 -5.31 3.99
Br -4.64 -3.71 3.51
Br -7.54 -5.06 3.87
Br -5.04 -6.86 2.99
H -5.39 -5.51 5.03
C 7.78 0.09 2.22
Br 8.19 1.81 3.02
Br 9.00 -0.34 0.78
Br 7.72 -1.32 3.55
H 6.79 0.17 1.79
C -1.00 3.54 -6.00
Br -2.01 4.44 -7.39
Br -1.75 3.86 -4.24
Br -0.80 1.65 -6.37
H -0.01 3.97 -6.01
C 10.46 4.69 0.83
Br 11.68 3.25 0.41
Br 11.30 6.04 1.93
Br 9.67 5.45 -0.77
H 9.65 4.26 1.41
C 1.56 7.01 -7.29
Br 0.52 7.90 -8.67
Br 0.81 7.30 -5.53
Br 1.78 5.13 -7.67
H 2.54 7.46 -7.30
```

Computed properties:
- HOMO energy (eV) = -9.6
- spin multiplicity = 1
- molar mass (u) = 1968.36
- E_tot (eV) = -1505894.4531
- net charge = 0

---

Record 3
# C18H54O15

A cluster of 9 separate species, C18H54O15 in total in a non-equilibrium geometry (the ωB97M-V functional and the def2-TZVPD basis, the Open Molecules 2025 dataset).

```
87
C18H54O15, DFT the ωB97M-V functional and the def2-TZVPD basis
O 14.26 -43.43 11.84
C 15.42 -44.15 11.88
C 15.53 -45.26 10.87
O 14.29 -46.10 10.98
H 14.42 -42.68 12.42
H 16.32 -43.54 11.78
H 15.76 -44.50 12.86
H 16.45 -45.80 11.09
H 15.72 -44.77 9.92
H 14.23 -46.58 11.81
O 14.63 -47.08 5.01
C 15.48 -47.93 4.19
C 15.05 -49.38 4.39
O 15.27 -49.65 5.77
H 14.90 -46.16 4.90
H 15.40 -47.69 3.13
H 16.51 -47.69 4.45
H 15.65 -50.08 3.80
H 14.00 -49.50 4.11
H 14.93 -48.95 6.34
O 18.16 -32.92 11.09
C 17.57 -33.88 11.94
C 16.05 -33.53 12.16
O 15.54 -34.44 13.08
H 17.96 -33.22 10.20
H 17.83 -34.92 11.74
H 17.97 -33.65 12.93
H 15.48 -33.57 11.23
H 15.94 -32.52 12.57
H 14.70 -34.11 13.41
O 5.78 -30.68 3.98
C 5.35 -31.36 5.21
C 5.73 -32.86 5.04
O 7.10 -33.18 5.37
H 6.70 -30.89 3.80
H 5.91 -30.93 6.04
H 4.31 -31.18 5.49
H 5.53 -33.39 4.11
H 5.12 -33.45 5.73
H 7.65 -32.97 4.61
O 7.65 -33.78 12.39
C 6.90 -32.90 11.64
C 7.42 -31.48 11.35
O 8.67 -31.69 10.75
H 7.01 -34.46 12.57
H 6.80 -33.44 10.70
H 5.93 -32.79 12.14
H 7.49 -30.82 12.21
H 6.76 -31.04 10.60
H 9.26 -32.05 11.42
O 9.57 -46.57 7.54
C 9.04 -45.21 7.81
C 7.58 -45.26 7.74
O 7.09 -45.69 6.49
H 10.51 -46.60 7.74
H 9.42 -44.79 8.74
H 9.54 -44.61 7.05
H 7.17 -44.30 8.02
H 7.15 -45.91 8.50
H 7.67 -46.42 6.27
C 4.65 -39.50 11.82
C 4.67 -39.48 13.37
O 4.76 -38.08 13.74
H 5.56 -38.99 11.48
H 3.81 -39.07 11.29
H 4.66 -40.54 11.51
H 5.68 -39.82 13.61
H 3.91 -40.04 13.91
H 4.73 -38.06 14.70
C 11.33 -37.22 8.15
C 11.71 -38.65 8.68
O 12.09 -39.48 7.59
H 10.47 -37.27 7.49
H 12.03 -36.52 7.71
H 10.93 -36.69 9.02
H 10.96 -39.11 9.33
H 12.56 -38.69 9.36
H 12.02 -40.38 7.92
C 9.60 -41.37 2.79
C 11.09 -41.67 2.57
O 11.74 -40.43 2.80
H 9.21 -40.71 2.02
H 9.35 -41.00 3.79
H 8.92 -42.22 2.74
H 11.34 -41.95 1.55
H 11.43 -42.43 3.27
H 11.76 -40.26 3.75
```

Computed properties:
- structure (SMILES) = OCCO.OCCO.OCCO.OCCO.OCCO.OCCO.CCO.CCO.CCO
- ΔE to the lowest compared entry with this formula, charge and spin (eV) = 4.857
- HOMO energy (eV) = -10.1
- spin multiplicity = 1
- molar mass (u) = 510.62
- E_tot (eV) = -50246.4913
- net charge = 0

---

Record 4
# C28H51Br2N9O15S

A structure of composition C28H51Br2N9O15S in a non-equilibrium geometry (the ωB97M-V functional and the def2-TZVPD basis, the Open Molecules 2025 dataset).

```
106
C28H51Br2N9O15S, DFT the ωB97M-V functional and the def2-TZVPD basis
C 0.56 -4.30 4.11
O -0.41 -4.07 5.13
C -1.06 -2.82 5.01
C -2.47 -2.89 4.35
C -2.64 -2.04 3.04
C -2.94 -2.94 1.81
C -1.67 -3.72 1.34
C -1.55 -3.82 -0.19
C -0.11 -4.19 -0.68
C 0.91 -3.05 -0.48
C 1.72 -3.15 0.85
C 3.19 -2.71 0.73
C 3.37 -1.22 0.32
C 2.54 -0.32 1.27
C 1.47 0.49 0.76
C 0.71 1.26 1.61
C -0.45 2.12 1.21
Br -0.34 3.99 1.70
C -1.51 1.63 0.56
C -2.75 2.41 0.14
Br -1.60 -0.23 0.04
C 1.05 1.21 3.01
N 0.39 1.87 3.98
S 1.14 1.46 5.35
N 2.32 0.47 4.83
C 2.13 0.41 3.50
C 2.89 -0.36 2.58
H 0.10 -4.82 3.26
H 1.32 -5.00 4.51
H 1.07 -3.37 3.81
H -1.23 -2.48 6.05
H -0.42 -2.03 4.56
H -2.70 -3.95 4.18
H -3.20 -2.49 5.07
H -1.71 -1.47 2.88
H -3.44 -1.30 3.19
H -3.38 -2.33 1.01
H -3.73 -3.67 2.09
H -0.81 -3.22 1.80
H -1.76 -4.74 1.75
H -2.30 -4.49 -0.63
H -1.75 -2.83 -0.65
H 0.21 -5.14 -0.23
H -0.22 -4.33 -1.77
H 1.65 -3.09 -1.30
H 0.42 -2.06 -0.49
H 1.20 -2.65 1.68
H 1.70 -4.23 1.12
H 3.66 -3.36 -0.03
H 3.67 -2.91 1.70
H 3.03 -1.10 -0.72
H 4.43 -0.98 0.47
H 1.23 0.53 -0.30
H -3.61 1.80 0.48
H -2.85 3.37 0.66
H -2.83 2.46 -0.95
H 3.73 -0.98 2.92
C 4.78 -6.72 -0.14
N 3.71 -5.93 -0.82
O 4.03 -4.90 -1.38
O 2.58 -6.38 -0.76
H 5.72 -6.20 -0.28
H 4.52 -6.78 0.91
H 4.80 -7.69 -0.60
C 2.67 6.62 3.31
N 1.67 7.42 2.56
O 2.07 8.40 1.96
O 0.52 7.04 2.60
H 3.64 7.07 3.19
H 2.37 6.62 4.36
H 2.65 5.61 2.90
C -3.80 6.21 -0.76
N -4.87 5.19 -0.64
O -5.52 5.16 0.39
O -5.01 4.44 -1.59
H -3.78 6.80 0.16
H -2.87 5.67 -0.89
H -4.02 6.85 -1.61
C -2.97 0.59 -3.32
N -3.06 -0.75 -3.96
O -3.97 -0.94 -4.74
O -2.21 -1.57 -3.65
H -3.78 1.20 -3.68
H -3.05 0.44 -2.24
H -2.01 1.01 -3.59
C 6.35 -10.56 -1.30
N 6.23 -10.31 0.16
O 6.26 -11.27 0.90
O 6.11 -9.15 0.52
H 6.45 -11.63 -1.46
H 5.45 -10.18 -1.77
H 7.23 -10.03 -1.65
C -2.23 9.22 -4.27
N -2.53 8.09 -3.35
O -2.09 7.00 -3.64
O -3.20 8.34 -2.36
H -1.63 8.85 -5.09
H -3.17 9.61 -4.62
H -1.68 9.97 -3.70
C -2.92 9.14 -8.88
N -2.37 8.81 -7.53
O -1.16 8.88 -7.39
O -3.16 8.50 -6.67
H -2.10 9.39 -9.54
H -3.45 8.25 -9.23
H -3.60 9.98 -8.76
```

Computed properties:
- HOMO energy (eV) = -8.7
- spin multiplicity = 1
- molar mass (u) = 945.64
- E_tot (eV) = -224885.6936
- net charge = 0